Entry from the Open Molecules 2025 dataset: 12 unconnected molecules or ions with the total composition C72H160Br4N8 at a distorted geometry (the ωB97M-V functional and the def2-TZVPD basis).

For the energy relative to the best compared isomer or geometry (same formula, charge and spin), the calculation gives 0.0 kJ/mol. The net charge is +4. Its orbital gap is 0.1695 Ha. The value obtained for the highest occupied orbital energy is -12.420 eV.

CARTESIAN COORDINATES (ANGSTROEM)
C -14.78 -9.41 0.21
C -15.58 -9.65 1.43
C -16.33 -8.44 1.84
C -17.37 -8.73 2.97
N -17.91 -7.42 3.71
C -18.38 -6.27 2.70
C -19.84 -5.81 3.18
C -20.16 -6.75 4.44
C -19.26 -7.88 4.36
C -16.87 -6.89 4.67
H -15.32 -9.32 -0.73
H -14.26 -10.35 0.06
H -14.00 -8.65 0.33
H -15.01 -9.83 2.34
H -16.30 -10.47 1.40
H -16.88 -8.01 1.00
H -15.60 -7.76 2.26
H -17.01 -9.30 3.83
H -18.21 -9.28 2.54
H -17.77 -5.37 2.76
H -18.38 -6.58 1.66
H -19.98 -4.77 3.47
H -20.58 -6.04 2.41
H -20.00 -6.26 5.41
H -21.25 -6.82 4.46
H -18.85 -8.30 5.28
H -19.78 -8.58 3.71
H -17.35 -6.15 5.32
H -15.99 -6.41 4.25
H -16.60 -7.72 5.32
C -24.51 -9.00 0.53
C -26.06 -8.97 0.42
C -26.50 -7.67 1.04
C -25.94 -6.35 0.39
N -25.91 -5.15 1.31
C -25.64 -3.84 0.69
C -24.08 -3.93 0.40
C -23.51 -4.75 1.54
C -24.77 -5.30 2.37
C -27.19 -4.98 2.11
H -24.15 -10.02 0.53
H -24.21 -8.70 1.54
H -24.03 -8.48 -0.30
H -26.61 -9.66 1.05
H -26.44 -9.09 -0.60
H -26.25 -7.74 2.10
H -27.59 -7.69 1.09
H -26.64 -6.07 -0.39
H -24.95 -6.47 -0.05
H -25.75 -3.07 1.45
H -26.23 -3.69 -0.22
H -23.67 -2.93 0.30
H -24.05 -4.45 -0.57
H -22.97 -4.12 2.23
H -22.94 -5.56 1.08
H -25.01 -4.63 3.19
H -24.64 -6.32 2.73
H -27.95 -4.81 1.35
H -27.17 -4.14 2.80
H -27.38 -5.91 2.65
C -8.99 3.72 5.70
C -10.14 4.22 6.57
C -11.60 4.08 6.06
C -11.99 2.63 5.54
N -13.47 2.44 5.06
C -14.38 2.63 6.33
C -15.68 1.98 5.97
C -15.39 0.78 5.03
C -13.85 1.02 4.63
C -13.86 3.37 3.91
H -8.87 2.64 5.55
H -8.07 3.84 6.27
H -8.87 4.12 4.69
H -10.10 5.23 6.99
H -10.07 3.68 7.52
H -11.90 4.87 5.37
H -12.20 4.49 6.88
H -11.75 2.06 6.44
H -11.25 2.32 4.81
H -14.45 3.70 6.52
H -14.04 1.97 7.12
H -16.26 2.76 5.48
H -16.17 1.77 6.92
H -15.99 0.88 4.12
H -15.77 -0.16 5.41
H -13.70 0.92 3.55
H -13.09 0.39 5.07
H -14.82 3.08 3.47
H -13.07 3.11 3.19
H -13.78 4.38 4.31
C -25.22 -2.09 -2.40
C -25.62 -0.97 -1.47
C -27.15 -0.63 -1.33
C -27.21 0.60 -0.56
N -28.68 1.04 -0.35
C -29.41 1.34 -1.70
C -30.52 2.32 -1.38
C -29.95 3.16 -0.27
C -28.80 2.39 0.43
C -29.49 -0.04 0.47
H -25.31 -1.88 -3.47
H -25.73 -2.99 -2.07
H -24.15 -2.15 -2.23
H -25.06 -0.14 -1.91
H -25.13 -1.26 -0.54
H -27.62 -1.42 -0.75
H -27.76 -0.49 -2.22
H -26.59 1.33 -1.10
H -26.80 0.56 0.45
H -29.69 0.44 -2.24
H -28.66 1.73 -2.38
H -31.37 1.78 -0.97
H -30.77 3.02 -2.18
H -30.81 3.44 0.34
H -29.62 4.16 -0.55
H -29.04 2.22 1.48
H -27.79 2.82 0.42
H -29.65 -0.84 -0.25
H -30.36 0.49 0.85
H -28.82 -0.24 1.31
C -16.49 -4.40 -1.83
C -17.93 -4.93 -1.55
C -18.71 -5.06 -2.90
C -20.04 -5.68 -2.71
N -20.70 -6.08 -4.02
C -22.03 -6.75 -3.61
C -23.05 -5.64 -3.86
C -22.55 -4.91 -5.13
C -21.07 -4.80 -4.84
C -19.76 -7.15 -4.65
H -16.62 -3.31 -1.86
H -15.95 -4.79 -2.69
H -15.88 -4.50 -0.93
H -18.53 -4.27 -0.93
H -17.93 -5.95 -1.16
H -18.01 -5.69 -3.44
H -18.70 -4.12 -3.45
H -20.70 -5.17 -2.00
H -19.98 -6.63 -2.18
H -22.13 -7.64 -4.22
H -21.96 -7.06 -2.56
H -24.04 -6.11 -3.85
H -23.07 -4.89 -3.07
H -22.57 -5.57 -6.00
H -23.10 -3.99 -5.35
H -20.61 -4.77 -5.83
H -20.81 -3.87 -4.34
H -19.56 -7.90 -3.88
H -18.86 -6.73 -5.10
H -20.19 -7.55 -5.56
C -16.29 -1.58 -4.45
C -15.42 -0.55 -3.78
C -16.23 0.36 -2.77
C -17.60 0.77 -3.30
N -18.20 2.05 -2.64
C -18.64 1.78 -1.15
C -19.83 2.69 -0.90
C -20.60 2.49 -2.12
C -19.55 2.54 -3.31
C -17.36 3.39 -2.76
H -16.91 -2.00 -3.66
H -15.88 -2.21 -5.24
H -17.10 -1.02 -4.93
H -15.12 0.16 -4.55
H -14.53 -0.99 -3.34
H -15.56 1.16 -2.45
H -16.43 -0.20 -1.85
H -18.28 -0.06 -3.09
H -17.68 1.15 -4.31
H -17.83 2.03 -0.46
H -18.82 0.71 -1.06
H -19.41 3.69 -0.97
H -20.46 2.41 -0.06
H -21.36 3.25 -2.29
H -21.11 1.53 -2.22
H -19.57 3.52 -3.79
H -19.68 1.80 -4.11
H -17.77 4.29 -2.30
H -17.15 3.52 -3.82
H -16.37 3.17 -2.38
C -26.19 3.90 2.55
C -24.83 3.93 3.18
C -24.57 3.29 4.55
C -25.47 2.10 5.04
N -25.56 1.78 6.53
C -26.75 0.87 6.94
C -27.49 1.69 7.98
C -26.47 2.68 8.52
C -25.67 3.09 7.36
C -24.25 1.05 6.79
H -26.88 4.10 3.37
H -26.36 2.90 2.17
H -26.22 4.65 1.76
H -24.57 4.96 3.41
H -24.11 3.59 2.43
H -24.65 4.11 5.27
H -23.53 2.98 4.46
H -25.27 1.16 4.52
H -26.47 2.23 4.63
H -26.32 -0.04 7.35
H -27.47 0.58 6.17
H -27.82 0.95 8.70
H -28.29 2.21 7.45
H -25.82 2.11 9.17
H -26.84 3.53 9.09
H -24.74 3.55 7.69
H -26.11 3.81 6.67
H -24.29 0.82 7.86
H -23.46 1.79 6.64
H -24.28 0.13 6.22
C -23.32 1.53 0.28
C -23.69 0.61 1.40
C -22.38 0.21 2.25
C -21.61 -0.97 1.64
N -20.26 -1.31 2.31
C -19.27 -0.12 2.44
C -17.85 -0.62 2.09
C -18.01 -1.69 1.03
C -19.37 -2.38 1.55
C -20.59 -1.82 3.74
H -24.09 1.47 -0.49
H -22.42 1.25 -0.26
H -23.07 2.54 0.60
H -24.23 -0.27 1.07
H -24.28 1.09 2.18
H -22.68 -0.05 3.27
H -21.77 1.06 2.57
H -21.34 -0.67 0.63
H -22.19 -1.89 1.64
H -19.26 0.38 3.41
H -19.54 0.59 1.66
H -17.27 -1.12 2.87
H -17.22 0.22 1.80
H -17.14 -2.35 1.01
H -18.23 -1.26 0.05
H -19.02 -3.20 2.18
H -19.82 -2.74 0.63
H -21.22 -2.69 3.54
H -21.11 -1.19 4.46
H -19.62 -2.17 4.10
Br -17.20 -2.84 5.34
Br -15.09 1.55 0.73
Br -20.30 2.44 5.08
Br -20.87 -1.82 -2.06

Löwdin population analysis, charges in e, atoms 1 to 6:
1. C -0.097
2. C -0.295
3. C -0.217
4. C -0.068
5. N -0.200
6. C -0.040